Entry 1:
{"formula": "C4H7NS2", "method": "ωB97M-V with the def2-TZVPD basis set", "e_tot_ha": -1007.56396, "homo_energy_ev": [-4.74, -9.59], "spin_multiplicity": 3, "species": ["C", "C", "C", "C", "N", "S", "S", "H", "H", "H", "H", "H", "H", "H"], "xyz": [[0.38527, 1.08354, -0.69586], [-1.66970, -0.08169, -0.72138], [1.39510, -2.39466, 0.97466], [0.33136, 1.08445, 0.74097], [-0.67114, 0.50856, -1.29382], [2.69359, -1.58662, 0.69956], [0.14326, -3.25018, 1.29440], [0.85143, 1.83063, -1.25276], [-2.48053, -0.46642, -1.23702], [-1.49640, -0.39603, 0.32604], [-0.41867, 1.62070, 1.32625], [1.34379, 1.43146, 1.16107], [0.36030, -0.07227, 1.03546], [-0.76766, 0.68855, -2.35756]]}

Entry 2:
{"formula": "C3H3Br2F", "method": "ωB97M-V with the def2-TZVPD basis set", "e_tot_ha": -5363.83325, "homo_energy_ev": -8.99, "species": ["C", "C", "C", "F", "Br", "Br", "H", "H", "H"], "xyz": [[1.06206, -0.31169, -0.66441], [1.12976, -0.01992, 0.63000], [-2.40007, 0.53413, -0.70181], [2.36423, -0.00929, 1.20549], [-2.38560, -1.19260, -0.16829], [-2.09157, 1.91739, 0.46050], [0.07192, -0.32818, -1.05511], [1.95328, -0.90333, -1.05070], [0.29600, 0.31347, 1.34433]]}

Entry 3:
{"formula": "C18H22CoN3O2S", "method": "ωB97M-V with the def2-TZVPD basis set", "charge": 2, "e_tot_ha": -2794.27672, "homo_energy_ev": [-15.47, -15.47], "species": ["Co", "C", "C", "C", "C", "C", "C", "C", "C", "C", "C", "H", "H", "H", "H", "H", "H", "H", "H", "H", "H", "H", "H", "H", "H", "S", "C", "N", "C", "C", "C", "N", "H", "H", "H", "H", "O", "C", "C", "C", "C", "O", "N", "H", "H", "H", "H"], "xyz": [[-0.13939, 0.01675, 0.51291], [1.95584, -3.50812, 1.84096], [2.37466, -2.37833, 0.90858], [2.15186, -2.74979, -0.56259], [1.74547, -1.04753, 1.25139], [2.06457, 0.09821, 0.51138], [1.54315, 1.37689, 0.83323], [0.66795, 1.55779, 1.90643], [0.07770, 2.88728, 2.23833], [0.30824, 0.39042, 2.63892], [0.82194, -0.86412, 2.32167], [2.53499, -4.39785, 1.60072], [0.90378, -3.76581, 1.70817], [2.14801, -3.27559, 2.88964], [3.44851, -2.19873, 1.04691], [1.09565, -2.94090, -0.75042], [2.70097, -3.66328, -0.78437], [2.50983, -1.98242, -1.24968], [2.71185, 0.00633, -0.35109], [1.79725, 2.21859, 0.20167], [0.65691, 3.33685, 3.04869], [-0.95180, 2.78499, 2.57759], [0.11080, 3.56175, 1.38553], [-0.43688, 0.47806, 3.41943], [0.47664, -1.72841, 2.87199], [-0.15741, 0.62294, -1.62483], [-1.65204, 0.35306, -2.44085], [-1.67800, 0.88803, -3.69593], [-2.71304, 0.71460, -4.53971], [-3.79608, 0.00128, -4.11176], [-3.74316, -0.47124, -2.80150], [-2.70614, -0.30747, -1.98714], [-0.87880, 1.43201, -4.00304], [-2.62261, 1.16826, -5.51699], [-4.64957, -0.16775, -4.74926], [-4.58910, -1.01087, -2.39097], [-1.95530, 0.51736, 0.91491], [-2.30049, -0.70771, 0.82845], [-3.59208, -1.40447, 1.06279], [-3.22492, -2.83751, 0.64272], [-1.72406, -2.83208, 0.34372], [-1.02559, -3.75046, 0.05363], [-1.30184, -1.48221, 0.47000], [-4.39068, -0.94443, 0.48320], [-3.86729, -1.32214, 2.11568], [-3.73460, -3.15231, -0.26758], [-3.43304, -3.58664, 1.40399]]}

Entry 4:
{"formula": "C20H43B3INO7P2S2", "method": "ωB97M-V with the def2-TZVPD basis set", "e_tot_ha": -3220.78139, "homo_energy_ev": -8.24, "species": ["C", "C", "C", "C", "N", "C", "C", "C", "C", "B", "O", "B", "P", "O", "O", "B", "P", "O", "I", "O", "C", "S", "S", "C", "C", "C", "H", "H", "H", "H", "H", "H", "H", "H", "H", "H", "H", "H", "H", "H", "H", "H", "H", "H", "H", "H", "H", "H", "H", "H", "H", "H", "H", "C", "C", "C", "O", "C", "H", "H", "H", "H", "H", "H", "H", "H", "C", "C", "C", "O", "C", "H", "H", "H", "H", "H", "H", "H", "H"], "xyz": [[3.74084, -2.62838, 0.38234], [2.70044, -2.48491, -0.78347], [3.12234, -1.44243, -1.87901], [3.48319, -0.08622, -1.20169], [2.73181, 1.06561, -1.78557], [1.29037, 0.96041, -1.52473], [0.44475, 0.96778, -2.86544], [-0.94803, 1.65643, -2.64405], [-2.16740, 0.67802, -2.96536], [-3.31717, 0.90788, -1.87078], [-4.62880, 1.22164, -2.37892], [-5.11015, 2.19718, -1.46930], [-5.35248, 4.02210, -1.99620], [-3.94245, 4.64166, -2.01539], [-5.33912, 1.72808, -0.14035], [-4.03631, 1.38128, 0.33569], [-3.74538, 1.74763, 2.22725], [-3.27745, 3.39715, 2.20717], [-1.90688, 0.36805, 3.05483], [-3.04035, 0.80553, -0.48239], [3.32197, 2.22744, -1.18996], [3.11002, 2.72879, 0.37940], [4.44992, 3.23457, -2.23734], [5.93284, 3.36463, -1.14945], [7.11684, 4.11643, -1.80842], [8.21793, 4.27729, -0.68515], [4.63304, -1.98383, 0.26731], [4.07887, -3.66978, 0.53306], [3.23951, -2.30373, 1.32038], [2.54270, -3.48591, -1.22905], [1.71111, -2.18135, -0.38331], [3.95012, -1.84948, -2.48926], [2.23041, -1.30480, -2.52307], [4.56141, 0.11272, -1.36609], [3.31085, -0.05889, -0.10472], [1.03465, -0.00351, -1.03034], [0.87395, 1.76695, -0.89715], [1.02739, 1.45904, -3.67124], [0.28663, -0.08109, -3.18419], [-1.10039, 2.00494, -1.60418], [-0.99248, 2.56223, -3.28111], [-2.56088, 1.01280, -3.94788], [-1.83729, -0.37961, -3.01197], [-5.95466, 4.10402, -3.28717], [-6.12320, 4.74502, -1.02924], [-4.08813, 3.91114, 2.17256], [6.23278, 2.33450, -0.87339], [5.65744, 3.89453, -0.21635], [7.60713, 3.56364, -2.63108], [6.82305, 5.10604, -2.20460], [8.45855, 3.24998, -0.34364], [7.71793, 4.77694, 0.16831], [9.10242, 4.82816, -1.03769], [-5.42932, -0.01539, 6.78495], [-4.09161, 0.64891, 7.05701], [-3.22687, -0.53589, 7.45012], [-3.73612, -1.66988, 6.73810], [-5.00222, -1.33188, 6.15958], [-6.08701, 0.56731, 6.13995], [-5.95168, -0.20008, 7.72816], [-3.70935, 1.10251, 6.13780], [-4.13125, 1.42002, 7.82639], [-3.30442, -0.74658, 8.52240], [-2.17439, -0.39062, 7.20039], [-4.86304, -1.23019, 5.07737], [-5.71493, -2.13752, 6.34394], [-1.63189, -5.31087, -1.92771], [-0.59285, -6.34326, -2.32664], [0.45233, -5.48482, -3.01747], [0.40571, -4.19618, -2.39175], [-0.76444, -4.11739, -1.56828], [-2.27637, -5.62910, -1.10850], [-2.26486, -5.06911, -2.78629], [-0.16611, -6.80547, -1.43205], [-0.98198, -7.13537, -2.96604], [0.22081, -5.35355, -4.07989], [1.45954, -5.89636, -2.93019], [-0.44445, -4.15998, -0.52113], [-1.26742, -3.16365, -1.73887]]}